[1]
The following is a DFT calculation (ωB97M-V/def2-TZVPD) of an isolated molecule of C6H9NO2S at a distorted geometry.

XYZ file:
```
19
C6H9NO2S | the Open Molecules 2025 dataset | ωB97M-V/def2-TZVPD
N -2.384 -0.216 -0.859
C -1.081 0.270 -0.405
C -0.911 1.612 -0.404
O -1.756 2.539 -0.869
O 0.257 2.096 0.156
C 1.343 1.593 -0.461
S 1.977 2.306 -1.763
C 2.004 0.389 0.210
C 1.013 -0.488 0.811
C -0.137 -0.886 -0.201
H -2.465 -1.145 -0.354
H -3.062 0.372 -0.560
H -1.337 3.205 -1.437
H 2.717 0.050 -0.611
H 2.677 0.923 1.062
H 1.392 -1.485 1.116
H 0.437 -0.080 1.775
H 0.270 -0.962 -1.148
H -0.663 -1.667 0.238
```

Properties
**E_tot**: -22785.6072 eV
**2S+1**: 1
**Charge**: 0
**SMILES**: NC1=C(O)OC(=S)CCC1

***

[2]
The following is a DFT calculation (ωB97M-V/def2-TZVPD) of an isolated molecule of C6H9NO2S2 at a distorted geometry.

XYZ file:
```
20
C6H9NO2S2 | the Open Molecules 2025 dataset | ωB97M-V/def2-TZVPD
C 1.035 1.959 -0.066
C -1.629 -0.919 -0.134
C 1.820 0.664 0.223
C -0.100 1.230 -0.743
C 0.485 -0.139 -0.607
C 0.337 -2.449 0.250
N -0.239 -1.156 -0.190
O -2.979 1.477 -0.437
O -1.470 1.330 1.447
S 3.640 0.699 0.034
S -1.794 0.912 0.121
H 0.672 2.443 0.745
H 1.738 2.608 -0.646
H -2.094 -0.932 -1.189
H -2.290 -1.370 0.652
H 1.836 0.266 1.234
H -0.454 1.597 -1.702
H 0.571 -3.154 -0.534
H 1.284 -2.260 0.601
H -0.371 -2.807 0.941
```

Properties
**E_tot**: -33617.2561 eV
**2S+1**: 3
**Charge**: 0

***

[3]
The following is a DFT calculation (ωB97M-V/def2-TZVPD) of an isolated molecule of C6H9NO3 at a distorted geometry.

XYZ file:
```
19
C6H9NO3 | the Open Molecules 2025 dataset | ωB97M-V/def2-TZVPD
C -1.335 -0.361 1.092
C -0.061 0.371 0.335
C -0.370 0.933 -1.063
C 1.178 -0.532 0.362
O 0.908 -1.833 0.293
C 2.665 0.044 0.105
C 3.844 -0.821 -0.035
O 3.809 -2.028 -0.092
N 2.563 1.370 0.218
O 3.428 2.177 -0.081
H -1.840 -1.145 0.526
H -0.792 -0.897 1.944
H -2.026 0.455 1.220
H 0.103 1.136 1.105
H -0.475 0.228 -1.862
H 0.494 1.569 -1.475
H -1.175 1.722 -1.038
H 0.014 -1.993 0.491
H 4.692 -0.106 -0.010
```

Properties
**E_tot**: -13995.3721 eV
**2S+1**: 1
**Charge**: 0
**SMILES**: CC(C)/C(O)=C(/C=O)N=O